# 1
Density functional theory data (ωB97M-V with the def2-TZVPD basis set) for a cluster of 10 separate species, C4H30N2O10 in total in a non-equilibrium geometry.

The energy above the lowest of the compared OMol25 structures with the same formula, charge and spin comes out at 0.0 kcal per mole. As for the SMILES: C[C@@H](O)CNCN.O.O.O.O.O.O.O.O.O. For the HOMO energy, the calculation gives -9.1 eV.

Last column: Löwdin charge in e.
Element x y z (Å)
C: 1.13 -0.01 0.68  -0.1644
C: 2.25 -1.06 0.62  -0.3686
C: 1.91 -2.21 1.54  -0.0379
O: 2.41 -1.69 -0.68  -0.0801
N: 1.54 1.33 0.23  -0.0372
C: 0.45 2.31 0.18  -0.3045
N: -0.05 2.52 -1.17  0.0399
H: 0.27 -0.31 0.10  0.1183
H: 0.82 0.04 1.72  0.1143
H: 3.22 -0.62 0.87  0.1393
H: 0.99 -2.67 1.25  0.0726
H: 1.82 -1.86 2.57  0.0881
H: 2.70 -2.95 1.49  0.0833
H: 2.52 -1.04 -1.39  0.0388
H: 2.24 1.69 0.83  0.0909
H: -0.38 2.01 0.82  0.0685
H: 0.80 3.25 0.57  0.1044
H: -0.12 3.50 -1.39  0.0622
H: -0.95 2.09 -1.33  0.0299
H: 0.94 -0.35 -3.29  0.0240
H: 0.21 -0.97 -4.49  0.0691
O: 0.07 -0.75 -3.57  -0.0636
H: 0.16 3.09 3.71  0.0437
H: -0.70 2.39 2.59  -0.0021
O: 0.04 3.02 2.75  -0.0930
H: -1.42 0.10 -2.98  0.0290
H: -2.99 0.00 -3.01  0.0696
O: -2.26 0.60 -2.77  -0.0905
H: -1.73 -0.43 2.80  0.0178
H: -2.28 -1.72 3.48  0.0586
O: -1.55 -1.40 2.93  -0.0783
H: 3.17 0.54 -3.27  0.0835
H: 2.20 0.84 -2.08  0.0747
O: 2.49 0.13 -2.72  -0.0527
H: -2.88 1.70 2.68  0.0787
H: -2.36 1.05 1.39  0.0290
O: -2.09 1.27 2.34  -0.0988
H: -2.67 -0.50 0.07  0.0265
H: -2.52 0.71 -0.93  0.0002
O: -2.85 0.48 -0.05  -0.0819
H: -1.35 -2.41 -0.24  0.0069
H: -1.85 -2.08 1.24  0.0143
O: -2.13 -2.12 0.30  -0.0936
H: -0.09 -2.24 -2.11  0.0259
H: 0.89 -2.52 -1.01  0.0066
O: -0.01 -2.76 -1.30  -0.0613

# 2
Density functional theory data (ωB97M-V with the def2-TZVPD basis set) for a cluster of 11 separate species, C4H30N2O11S in total in a non-equilibrium geometry.

The energy above the lowest of the compared OMol25 structures with the same formula, charge and spin comes out at 45.0 kcal per mole. As for the SMILES: CNC(=O)[C@H](N)CS.O.O.O.O.O.O.O.O.O.O. For the HOMO energy, the calculation gives -9.2 eV.

Last column: Löwdin charge in e.
Element x y z (Å)
N: -1.95 -1.59 1.49  0.0708
C: -1.72 -0.68 0.37  -0.3563
C: -2.63 -0.88 -0.91  -0.5021
S: -4.07 0.25 -0.84  0.7101
C: -0.37 -1.06 -0.19  -0.4357
N: 0.37 -0.09 -0.86  0.0429
C: 0.01 1.24 -1.28  -0.0716
O: 0.24 -2.09 0.04  0.0310
H: -3.90 0.58 0.47  -0.1278
H: -2.67 -1.26 2.13  0.0818
H: -1.98 -2.57 1.29  0.0843
H: -1.75 0.35 0.65  0.1111
H: -2.05 -0.73 -1.85  0.0354
H: -2.90 -1.94 -1.17  0.0963
H: 1.36 -0.23 -0.93  0.1064
H: -0.32 1.83 -0.40  0.0727
H: -0.85 1.33 -1.94  0.0685
H: 0.86 1.77 -1.72  0.0990
H: -2.40 3.99 1.03  -0.0119
H: -2.82 3.53 -0.51  0.0175
O: -3.05 3.73 0.39  -0.0666
H: -0.62 3.84 2.44  0.0412
H: 0.14 2.57 1.89  -0.0089
O: -0.56 3.24 1.70  -0.0929
H: 3.34 -2.51 0.45  0.0316
H: 2.15 -2.20 -0.12  0.0172
O: 3.06 -1.82 -0.17  -0.0785
H: 1.58 -3.70 1.45  0.0408
H: 2.95 -4.14 1.57  0.0562
O: 2.20 -4.26 0.95  -0.0611
H: 2.28 2.45 2.28  0.0129
H: 1.97 0.94 2.55  0.0073
O: 1.57 1.81 2.44  -0.0812
H: 1.25 -2.23 -3.49  0.0504
H: 1.61 -0.87 -3.80  0.0441
O: 1.29 -1.65 -4.27  -0.0515
H: -1.60 -0.51 -3.62  -0.0008
H: -0.57 -0.80 -4.62  0.0101
O: -1.11 -0.06 -4.32  -0.0631
H: 1.01 -1.55 3.98  0.0504
H: 0.65 -0.43 2.95  0.0266
O: 1.24 -1.17 3.12  -0.0509
H: 3.28 3.69 0.57  0.0724
H: 4.04 2.35 0.83  0.0424
O: 3.55 3.08 1.28  -0.0812
H: 3.34 -0.25 0.66  0.0102
H: 4.50 0.33 1.39  0.0744
O: 3.61 0.58 1.09  -0.0740

# 3
Density functional theory data (ωB97M-V with the def2-TZVPD basis set) for a structure of composition C4H30NO11 in a non-equilibrium geometry.

The energy above the lowest of the compared OMol25 structures with the same formula, charge and spin comes out at 83.6 kcal per mole. As for the total charge: -1. For the HOMO energy, the calculation gives -6.7 eV.

Last column: Löwdin charge in e.
Element x y z (Å)
C: -3.88 0.16 -0.38  -0.1089
C: -2.74 0.13 0.64  -0.4002
C: -2.25 1.63 1.07  -0.1418
C: -1.29 1.68 2.32  -0.2336
O: -0.65 3.00 2.34  -0.1509
N: -1.51 -0.58 0.20  0.0280
H: -4.90 0.34 0.06  0.0768
H: -4.14 -0.77 -0.90  0.0574
H: -3.83 0.87 -1.23  0.0804
H: -3.07 -0.52 1.58  0.1460
H: -3.01 2.57 1.10  0.1445
H: -1.82 2.09 0.18  0.0784
H: -0.49 0.90 2.28  0.1100
H: -1.79 1.62 3.34  0.1215
H: -0.62 -0.08 0.20  0.0298
H: -1.54 -0.83 -0.76  0.0383
H: 1.44 -2.19 -1.48  0.0969
H: 0.85 -0.69 -1.47  -0.0591
O: 1.02 -1.42 -2.06  -0.1386
H: 4.32 0.14 1.17  0.0192
H: 2.47 0.33 0.30  0.1064
O: 3.40 0.40 1.23  -0.2831
H: -1.28 -1.26 -4.41  0.0321
H: -0.29 -0.27 -4.87  -0.0811
O: -1.07 -0.65 -5.13  -0.0473
H: 0.57 2.38 -0.48  0.0062
H: 1.72 1.09 -0.91  -0.0421
O: 1.39 0.41 -0.38  -0.2285
H: 3.39 -1.12 2.02  -0.0305
H: 3.85 -2.44 1.37  0.0304
O: 3.23 -2.08 2.04  -0.1155
H: -1.83 -2.74 1.72  0.0194
H: -0.84 -3.55 2.67  -0.0177
O: -1.71 -3.31 2.51  -0.0494
H: -0.25 -4.29 -0.56  0.0578
H: -0.52 -3.35 -1.57  0.0527
O: 0.27 -3.87 -1.29  -0.1004
H: 3.30 2.04 3.48  0.0161
H: 3.29 1.69 1.97  -0.0688
O: 3.62 2.36 2.62  -0.1381
H: 1.70 3.16 0.18  0.1270
H: 0.08 3.05 1.64  0.0483
O: 0.68 3.25 -0.08  -0.1032
H: 1.46 0.08 -3.34  0.0355
H: 2.03 0.21 -4.68  0.0154
O: 1.26 0.44 -4.24  -0.0357

# 4
Density functional theory data (ωB97M-V with the def2-TZVPD basis set) for a cluster of 11 separate species, C4H30NO14 in total in a non-equilibrium geometry.

As for the total charge: +1. For the HOMO energy, the calculation gives -13.0 eV.

Last column: Löwdin charge in e.
Element x y z (Å)
O: 0.13 -1.71 -1.33  0.0536
C: 0.76 -1.61 -0.13  -0.6186
O: 0.52 -2.76 0.64  0.0649
C: 0.39 -0.34 0.67  -0.1163
C: -0.44 0.71 -0.14  -0.0819
C: 0.00 2.17 -0.07  -0.2170
O: 0.31 2.86 -1.00  0.0504
N: -0.51 -0.73 1.83  0.2127
H: 0.60 -3.51 0.04  0.1245
H: 1.26 0.15 1.09  0.1265
H: -0.86 0.33 -1.07  0.0901
H: -1.48 0.77 0.24  0.1097
H: -0.12 2.68 0.92  0.1284
H: 0.07 -1.45 2.29  0.1647
H: -0.69 0.00 2.54  0.1192
H: -1.42 -1.13 1.55  0.1066
H: 1.93 0.64 2.97  0.0478
H: 1.14 1.52 4.08  0.0633
O: 1.10 0.93 3.32  -0.0465
H: 3.78 0.91 -1.54  0.0833
H: 2.36 -0.65 -0.70  0.0461
O: 2.18 -1.52 -0.27  0.0100
H: 1.02 1.27 -3.92  0.0621
H: 0.83 2.33 -2.73  0.0357
O: 1.43 1.72 -3.19  -0.0426
H: -0.72 2.72 3.73  0.0594
H: -1.96 2.55 2.96  0.0703
O: -1.11 2.10 3.10  -0.0655
H: 2.33 1.23 -1.84  0.0206
H: 2.51 -2.05 -3.62  0.0539
O: 2.92 0.89 -1.11  -0.0432
H: -2.46 1.96 -2.87  0.0754
H: -2.88 2.45 -1.51  0.0727
O: -2.25 1.84 -1.93  -0.0349
H: -1.84 -2.99 -0.20  -0.0250
H: -3.04 -3.39 0.59  0.0378
O: -2.35 -3.77 0.03  -0.0419
H: 4.28 1.92 1.32  0.0368
H: 2.90 2.13 0.80  -0.0080
O: 3.50 2.44 1.49  -0.0497
H: -3.96 -0.82 2.15  0.0690
H: -3.54 -0.73 0.65  0.0342
O: -3.21 -0.88 1.56  -0.0535
H: 0.35 -2.38 -2.00  0.1186
H: 2.98 -2.79 -2.29  0.0592
O: 2.23 -2.49 -2.82  -0.0291
H: -3.21 -0.43 -1.56  0.0574
H: -2.65 -1.83 -1.67  0.0599
O: -3.08 -1.25 -1.04  -0.0511

What gap between HOMO and LUMO values result from the calculations? In sequence: 9.39, 9.30, 9.23, 10.34 eV.
What molecular weight values result from the calculations? In sequence: 266.288, 314.354, 268.280, 316.277 g mol⁻¹.